Molecular formula: C15H50N6O10
Method: DFT, ωB97M-V/def2-TZVPD

```
81
Properties=species:S:1:pos:R:3:forces:R:3:lowdin_charge:R:1
N 2.0723 -0.8158 -2.5134 1.217 -2.024 1.064 0.120
C 1.8623 -0.8178 -3.8294 1.329 -6.688 -2.342 -0.552
N 2.1153 0.3302 -4.4094 -0.389 2.572 -3.316 0.157
O 1.6733 -2.0228 -4.5224 0.440 6.577 3.448 -0.110
H 2.5053 -1.7228 -2.2034 -0.472 0.908 -0.161 0.098
H 2.2423 -0.0628 -1.8314 0.029 0.174 -0.579 0.080
H 1.9213 0.3802 -5.4014 0.027 -0.229 0.054 0.133
H 2.4073 1.2452 -4.0544 -0.060 -1.124 0.598 0.131
N 1.1503 -0.3818 3.6866 1.730 0.979 4.254 0.192
C 1.1373 0.1452 2.5086 3.034 4.691 -1.906 -0.564
N 0.4893 -0.5818 1.6756 -2.204 -1.068 -5.025 0.197
O 1.8023 1.3202 2.0996 -2.414 -4.797 1.687 -0.145
H 1.6523 0.1182 4.4366 -0.630 -0.708 -0.729 0.142
H 0.6083 -1.2248 3.8526 0.094 0.340 0.032 0.081
H 0.2283 -0.1428 0.7746 0.684 0.030 0.623 0.059
H -0.1217 -1.4008 1.7626 0.941 0.746 1.165 0.091
N -0.6307 0.5432 -0.5454 1.873 2.291 -0.659 0.145
C -1.0867 -0.6508 -0.9214 -5.725 -1.129 1.392 -0.621
N -0.2427 -1.3998 -1.5854 1.449 0.930 -0.446 0.197
O -2.3177 -1.0568 -0.5574 4.912 1.336 -1.138 -0.090
H -1.1587 1.2152 -0.0614 -1.900 -0.001 0.826 0.042
H 0.0893 1.1142 -1.0144 -0.152 -1.572 -0.232 0.099
H -0.5767 -2.2718 -1.7854 -1.068 -2.523 -0.744 0.068
H 0.7023 -1.1198 -2.0184 -1.685 -0.259 1.112 0.042
C -3.7137 -0.1998 2.6136 -0.496 0.781 0.733 -0.063
C -2.3117 0.3222 3.0516 0.072 -2.300 -1.834 -0.383
O -2.1837 1.3342 3.9256 -1.470 2.623 2.066 -0.058
H -3.7187 -0.8178 1.6856 0.412 0.373 0.778 0.061
H -4.4567 0.6112 2.4316 0.664 -0.276 0.077 0.066
H -4.1167 -0.7478 3.4816 -0.081 -0.129 -0.480 0.069
H -1.7257 0.5492 2.1746 0.074 -0.045 -0.675 0.083
H -1.7907 -0.4528 3.5816 0.121 -1.488 -0.438 0.081
H -1.4997 1.9202 3.5916 0.139 0.403 -0.056 0.025
C -2.5687 1.7452 -3.3414 0.307 0.254 -0.327 -0.056
C -1.3827 0.9752 -3.9134 0.109 1.777 -0.076 -0.304
O -0.2287 1.5932 -3.4324 1.004 1.248 2.151 -0.112
H -3.3217 1.6312 -4.1054 -1.028 -0.236 0.387 0.065
H -2.4407 2.8532 -3.2474 0.543 -0.887 -0.303 0.088
H -2.8037 1.3822 -2.3344 -0.401 -0.154 -0.422 0.065
H -1.1837 1.1182 -4.9544 -1.352 -0.319 -1.336 0.106
H -1.3737 -0.0658 -3.6924 -0.419 -0.947 0.360 0.099
H 0.5023 1.0482 -3.6644 0.742 -0.437 -0.324 -0.007
C -0.6827 -3.8998 1.4676 -1.164 0.142 -0.509 -0.069
C -1.4447 -3.1308 2.5446 -0.801 0.162 -1.308 -0.291
O -0.5507 -2.5988 3.4916 0.853 0.886 0.874 -0.123
H -0.0957 -3.2698 0.8226 0.524 0.496 0.058 0.027
H -1.3987 -4.3298 0.7466 0.121 -0.199 0.479 0.095
H -0.0587 -4.6658 1.9156 0.072 -0.146 -0.043 0.079
H -1.9967 -3.8068 3.1256 -1.399 -1.234 0.275 0.095
H -2.2147 -2.3778 2.1196 1.705 -0.785 0.694 0.128
H -0.4807 -3.1848 4.2546 -0.154 0.067 -0.309 0.112
C 1.9673 3.1552 -1.0194 0.187 0.721 -0.583 -0.075
C 3.0223 2.0532 -1.0074 -1.212 1.523 2.981 -0.265
O 2.3463 0.9112 -0.4994 1.116 -0.298 -1.721 -0.145
H 2.4183 4.1102 -1.3084 -0.176 0.005 -0.160 0.080
H 1.4663 3.3242 -0.0734 0.212 -0.239 0.462 0.062
H 1.1823 2.8832 -1.7324 0.103 0.168 -0.149 0.056
H 3.8363 2.3252 -0.2844 -0.314 -0.238 -0.959 0.137
H 3.3623 1.9892 -2.0024 0.782 -0.889 -1.123 0.083
H 2.2713 1.0882 0.4456 -0.561 -0.259 1.607 0.025
C 1.5563 -4.2168 -1.6334 1.791 0.414 -0.234 -0.049
C 3.1573 -4.2408 -1.6874 -1.951 -1.240 -0.424 -0.264
O 3.5853 -2.9138 -1.6314 -0.672 0.633 0.234 -0.088
H 1.0873 -3.5298 -2.3544 0.784 -0.228 -0.149 0.047
H 1.3193 -3.8158 -0.6604 -0.422 -0.342 0.431 0.040
H 1.1423 -5.1938 -1.8574 -0.001 -0.218 0.455 0.074
H 3.4593 -4.7168 -2.6444 0.024 0.177 0.548 0.117
H 3.6003 -4.7848 -0.8154 -0.592 0.066 -0.697 0.119
H 4.5183 -2.8968 -1.7294 1.292 0.238 -0.142 0.089
C -3.1627 3.1472 1.0026 -2.129 2.320 0.430 -0.159
O -2.1747 2.5762 0.2806 1.425 -2.569 -0.368 -0.110
H -3.9957 3.4532 0.3456 0.106 0.042 0.266 0.097
H -2.7757 3.9992 1.5196 0.104 1.082 0.289 0.077
H -3.5957 2.5992 1.8216 0.324 -1.217 -0.104 0.069
H -1.6987 3.1622 -0.2854 0.007 0.999 -0.438 0.090
C 0.5633 3.7072 3.6166 0.192 -0.311 -0.714 -0.097
O -0.3067 2.8512 2.8646 -0.515 1.247 2.665 -0.115
H 0.7953 3.3022 4.5666 -0.232 -0.568 1.063 0.075
H 0.2013 4.7012 3.7096 -0.915 0.846 0.264 0.069
H 1.5193 3.8322 3.1496 0.606 -0.335 -0.650 0.072
H 0.0483 2.8672 2.0196 0.877 -0.613 -2.548 0.022
```
Forces are in eV/Å.

LUMO energy ... 0.414 eV
Electronic energy ... -45777.84979 eV
ΔE to the lowest compared entry with this formula, charge and spin ... 654.14 kJ/mol

***

Molecular formula: C15H51BCl2NO12
Method: DFT, ωB97M-V/def2-TZVPD

```
82
Properties=species:S:1:pos:R:3:forces:R:3:lowdin_charge:R:1
C 6.0413 -3.0303 3.5377 -0.115 -0.214 -1.213 -0.112
C 5.0931 -2.9717 2.1669 1.384 -1.172 -0.113 -0.264
O 4.9988 -1.5870 1.6811 -1.948 -0.611 1.689 -0.063
B 3.7833 -0.9006 2.1602 -2.206 0.128 0.727 -0.633
O 3.9002 0.5514 2.5423 1.516 -2.042 0.763 -0.018
N 2.3880 -1.4948 2.2640 2.307 0.133 3.320 0.000
C 1.8980 -1.5630 3.6941 -0.706 2.892 -3.725 -0.745
Cl 2.4618 -3.0928 4.6168 0.323 -0.256 0.089 0.439
C 0.2485 -1.5899 3.6275 0.728 -0.387 -0.997 -0.623
C -0.3687 -2.7478 2.6384 -0.442 -0.168 -0.004 -0.165
Cl -0.3175 -2.0586 5.3693 -0.399 0.817 -0.834 0.404
H 5.6309 -2.3188 4.3712 0.855 -1.403 -1.608 0.072
H 6.0963 -4.1384 3.9130 -0.255 2.080 -0.559 0.072
H 7.1310 -2.7454 3.1733 -2.230 -0.309 1.018 0.076
H 5.7045 -3.6001 1.3565 -1.270 1.430 1.529 0.121
H 4.0715 -3.5273 2.2948 1.719 1.603 -0.075 0.073
H 4.6299 0.6766 3.2174 -0.992 -0.246 -1.520 0.080
H 2.2371 -0.6408 4.3623 -0.687 -2.039 -1.053 0.105
H -0.1692 -0.5044 3.3654 1.042 -2.513 0.767 0.123
H 0.3049 -3.0279 1.7232 -0.885 0.968 1.955 0.069
H -1.4134 -2.4034 2.1856 2.171 -0.748 1.231 0.065
H -0.4953 -3.7177 3.2912 0.125 1.911 -1.362 0.057
C -4.6461 -1.5436 0.8185 0.183 0.049 -0.106 -0.163
O -3.2313 -1.5312 0.7671 0.172 0.008 -0.339 -0.138
H -4.9630 -1.6428 1.8593 0.163 -0.056 -0.132 0.064
H -5.0348 -0.6079 0.4091 -0.256 -0.011 -0.006 0.072
H -5.0251 -2.3912 0.2420 -0.285 0.011 0.054 0.074
H -2.9800 -1.4422 -0.1680 0.095 0.104 0.475 0.074
C -0.9338 1.1871 -1.0205 0.124 0.144 -0.031 -0.154
O -1.7742 0.4321 -1.8739 -0.412 -0.284 -0.448 -0.149
H -1.4014 1.2610 -0.0359 0.013 -0.149 -0.134 0.077
H 0.0336 0.6879 -0.9255 0.071 0.201 0.198 0.088
H -0.7994 2.1897 -1.4339 0.162 -0.061 0.226 0.052
H -1.3335 0.3836 -2.7392 -0.067 -0.131 0.390 0.029
C 0.3844 3.6746 -4.0506 -0.097 0.203 0.054 -0.149
O 0.6898 3.4708 -2.6832 0.205 0.393 0.336 -0.127
H 0.2547 2.7036 -4.5342 0.091 0.098 0.237 0.060
H -0.5415 4.2485 -4.1365 0.024 -0.001 -0.313 0.064
H 1.2049 4.2124 -4.5319 -0.072 0.016 -0.278 0.077
H 0.7992 4.3492 -2.2808 -0.026 -0.598 -0.120 0.085
C 0.7850 -0.3549 -5.0968 0.170 -0.032 -0.118 -0.141
O -0.3078 0.2370 -4.4186 -0.672 0.400 -0.141 -0.145
H 1.4556 -0.8077 -4.3627 -0.208 0.120 -0.011 0.094
H 0.4179 -1.1274 -5.7769 0.234 -0.009 -0.082 0.079
H 1.3258 0.4118 -5.6570 0.112 -0.233 -0.068 0.067
H -0.8850 0.6302 -5.0952 0.256 -0.236 0.433 0.096
C -2.5949 6.8459 -3.6213 0.036 0.056 0.259 -0.166
O -1.4741 6.6674 -4.4676 0.683 0.069 -0.096 -0.145
H -3.5010 6.5807 -4.1710 0.232 0.082 0.050 0.074
H -2.4992 6.1979 -2.7466 -0.230 0.038 0.098 0.078
H -2.6537 7.8914 -3.3087 -0.287 -0.077 0.099 0.073
H -0.6857 6.9102 -3.9528 -0.424 -0.158 -0.395 0.080
C -5.8949 -3.0426 4.9749 0.319 0.042 0.026 -0.173
O -4.7741 -3.2211 4.1286 0.305 0.060 0.093 -0.133
H -6.8010 -3.3078 4.4251 0.178 0.015 0.003 0.075
H -5.7992 -3.6906 5.8495 -0.256 0.060 0.128 0.072
H -5.9537 -1.9971 5.2875 -0.245 -0.013 0.154 0.074
H -3.9857 -2.9783 4.6433 -0.249 -0.137 -0.431 0.084
C 1.9574 -0.6906 8.8907 -0.098 -0.186 -0.243 -0.173
O 0.6849 -1.3102 8.8564 -0.165 -0.348 -0.061 -0.150
H 1.9657 0.0604 9.6842 -0.101 -0.121 -0.071 0.072
H 2.7242 -1.4418 9.0951 0.229 0.175 -0.002 0.073
H 2.1536 -0.2059 7.9311 0.233 0.072 0.067 0.076
H 0.7079 -1.9710 8.1435 -0.113 0.410 0.218 0.047
C -6.1585 8.6201 -5.3174 0.115 0.038 -0.159 -0.166
O -4.9140 8.9466 -4.7267 0.455 0.191 -0.163 -0.141
H -6.8767 8.3878 -4.5276 0.197 0.057 -0.069 0.081
H -6.5217 9.4715 -5.8983 -0.250 -0.115 -0.065 0.073
H -6.0378 7.7483 -5.9653 -0.270 -0.025 -0.058 0.076
H -4.2976 9.1479 -5.4513 -0.269 -0.126 0.499 0.086
C 2.9553 -1.2353 -8.0726 0.152 0.124 -0.040 -0.165
O 1.9696 -0.2211 -8.1351 -0.066 0.583 -0.237 -0.146
H 2.4988 -2.1515 -7.6908 -0.006 0.206 -0.053 0.081
H 3.3543 -1.4192 -9.0731 0.152 -0.216 0.075 0.073
H 3.7583 -0.9233 -7.4002 0.123 -0.249 -0.012 0.079
H 2.4038 0.5789 -8.4771 -0.340 -0.436 0.212 0.085
C 2.7425 -6.1761 1.3635 0.000 0.240 0.195 -0.171
O 3.0479 -6.3799 2.7308 0.180 0.095 0.300 -0.147
H 2.6128 -7.1472 0.8798 0.041 0.051 0.150 0.072
H 1.8166 -5.6022 1.2776 0.027 0.032 -0.262 0.075
H 3.5630 -5.6383 0.8821 -0.123 0.028 -0.261 0.067
H 3.1573 -5.5015 3.1332 -0.177 -0.315 -0.048 0.028
```
Forces are in eV/Å.

Total charge ... -1
LUMO energy ... 1.722 eV
Electronic energy ... -68159.92680 eV
ΔE to the lowest compared entry with this formula, charge and spin ... 359.49 kJ/mol